[1]
78
Properties=species:S:1:pos:R:3 method="wB97M-V/def2-TZVPD" homo_lumo_gap_ha=0.298 smiles="O=C1c2ccccc2C(=O)c2ccccc21.O=C1c2ccccc2C(=O)c2ccccc21.COCCCCNCCOC" homo_energy_ha=-0.3370
O 2.103 -2.182 0.226
C 2.770 -1.206 -0.094
C 2.723 0.029 0.715
C 1.927 0.075 1.866
C 1.909 1.225 2.658
C 2.685 2.328 2.304
C 3.465 2.291 1.147
C 3.480 1.142 0.348
C 4.295 1.118 -0.883
O 4.916 2.114 -1.235
C 4.356 -0.123 -1.681
C 5.155 -0.168 -2.831
C 5.246 -1.347 -3.573
C 4.543 -2.481 -3.169
C 3.735 -2.434 -2.031
C 3.637 -1.251 -1.288
H 1.323 -0.785 2.152
H 1.294 1.257 3.554
H 2.681 3.220 2.927
H 4.064 3.158 0.874
H 5.711 0.713 -3.150
H 5.870 -1.381 -4.463
H 4.622 -3.403 -3.741
H 3.187 -3.324 -1.724
O 2.165 4.839 -5.425
C 1.399 3.883 -5.428
C 1.150 3.120 -4.188
C 1.780 3.506 -2.998
C 1.519 2.814 -1.814
C 0.631 1.738 -1.815
C 0.016 1.341 -3.003
C 0.281 2.029 -4.194
C -0.360 1.591 -5.450
O -1.081 0.599 -5.465
C -0.127 2.366 -6.684
C -0.759 1.980 -7.874
C -0.572 2.726 -9.038
C 0.244 3.857 -9.019
C 0.886 4.235 -7.838
C 0.704 3.485 -6.669
H 2.470 4.347 -2.989
H 2.005 3.117 -0.890
H 0.418 1.207 -0.890
H -0.673 0.498 -2.997
H -1.402 1.101 -7.895
H -1.067 2.427 -9.960
H 0.382 4.444 -9.924
H 1.524 5.117 -7.832
C -5.945 -1.155 5.686
O -6.460 -1.617 4.385
C -5.377 -1.890 3.424
C -4.878 -3.455 3.375
C -4.451 -4.090 4.825
C -2.965 -3.653 5.363
N -1.858 -3.754 4.336
C -0.750 -2.735 4.654
C -1.195 -1.337 3.885
O -0.506 -0.144 4.404
C -1.091 0.332 5.670
H -6.391 -1.900 6.506
H -4.770 -1.303 5.738
H -6.250 -0.064 5.981
H -4.483 -1.107 3.539
H -5.833 -1.659 2.345
H -5.805 -4.097 2.988
H -4.009 -3.609 2.589
H -4.462 -5.276 4.694
H -5.249 -3.877 5.685
H -2.944 -2.574 5.857
H -2.690 -4.415 6.238
H -1.398 -4.694 4.361
H 0.246 -3.112 4.136
H -0.609 -2.571 5.806
H -0.930 -1.454 2.735
H -2.351 -1.230 4.045
H -0.301 0.400 6.535
H -1.993 -0.338 6.057
H -1.531 1.427 5.530

[2]
52
Properties=species:S:1:pos:R:3 method="wB97M-V/def2-TZVPD" homo_lumo_gap_ha=0.373 smiles="C[N+](=O)[O-].C[N+](=O)[O-].C[N+](=O)[O-].C[N+](=O)[O-].C[N+](=O)[O-].C[N+](=O)[O-].ClCCl.ClCCl" e_above_lowest_kcal_mol=19.09 homo_energy_ha=-0.3950
C -3.100 -3.121 0.768
N -2.005 -2.801 1.778
O -1.674 -3.711 2.606
O -1.621 -1.640 1.813
H -2.894 -4.066 0.265
H -3.140 -2.312 0.038
H -3.960 -3.168 1.436
C 4.257 -1.150 -0.242
N 3.152 -1.414 -1.246
O 3.457 -1.774 -2.366
O 2.009 -1.390 -0.812
H 4.434 -2.114 0.236
H 3.913 -0.460 0.528
H 5.124 -0.698 -0.724
C -4.254 0.549 1.220
N -3.716 1.185 2.487
O -4.436 1.088 3.458
O -2.674 1.746 2.406
H -5.009 1.282 0.935
H -4.548 -0.477 1.441
H -3.388 0.433 0.567
C 1.178 -0.358 2.157
N 0.351 0.816 2.502
O -0.011 1.114 3.644
O 0.049 1.528 1.562
H 1.363 -1.002 3.017
H 2.165 -0.041 1.820
H 0.663 -0.903 1.366
C 0.159 -4.110 -1.704
N 0.354 -4.653 -0.320
O 0.715 -3.882 0.603
O 0.043 -5.840 -0.068
H 0.159 -5.024 -2.300
H 0.974 -3.406 -1.873
H -0.786 -3.569 -1.729
C 0.367 4.761 -2.101
N -0.292 5.423 -3.293
O -1.033 4.790 -3.981
O -0.094 6.624 -3.385
H 0.089 5.237 -1.161
H 1.451 4.742 -2.214
H 0.062 3.717 -2.021
Cl -1.733 1.878 -2.675
C -1.039 0.769 -1.382
Cl -1.602 -0.870 -1.665
H 0.044 0.744 -1.505
H -1.292 1.029 -0.354
Cl 3.353 4.529 0.636
C 3.707 2.813 0.100
Cl 2.252 2.071 -0.563
H 4.473 2.865 -0.673
H 3.988 2.217 0.969

[3]
35
Properties=species:S:1:pos:R:3 method="wB97M-V/def2-TZVPD" homo_lumo_gap_ha="0.286 / 0.290" e_above_lowest_kcal_mol=4.12 homo_energy_ha="-0.3106 / -0.3149" spin_multiplicity=2
Cu -0.087 -1.970 -0.770
N -2.119 -2.453 -0.726
C -2.268 -3.383 0.430
C -0.976 -4.190 0.656
O -1.012 -5.249 1.268
N 0.080 -3.563 0.150
C 1.432 -4.065 0.196
C 2.356 -3.094 -0.563
O 3.542 -3.319 -0.654
O 1.773 -2.040 -1.093
H -2.855 -1.755 -0.725
H -2.245 -2.993 -1.578
H -3.102 -4.072 0.297
H -2.455 -2.787 1.323
H 1.522 -5.056 -0.258
H 1.800 -4.161 1.221
O 1.172 4.897 3.120
C 0.235 5.125 2.098
N 0.404 4.233 0.972
C -0.377 3.129 0.822
O -1.291 2.842 1.571
C -0.055 2.259 -0.357
C 0.478 2.721 -1.552
C 0.701 1.820 -2.582
C 0.393 0.489 -2.379
N -0.132 0.042 -1.234
C -0.351 0.908 -0.249
H 0.931 4.090 3.588
H 0.390 6.150 1.766
H -0.788 4.999 2.449
H 1.281 4.266 0.478
H 0.700 3.771 -1.688
H 1.115 2.139 -3.527
H 0.585 -0.255 -3.140
H -0.779 0.525 0.669

What did the first record say?
78
Properties=species:S:1:pos:R:3 method="wB97M-V/def2-TZVPD" homo_lumo_gap_ha=0.298 smiles="O=C1c2ccccc2C(=O)c2ccccc21.O=C1c2ccccc2C(=O)c2ccccc21.COCCCCNCCOC" homo_energy_ha=-0.3370
O 2.103 -2.182 0.226
C 2.770 -1.206 -0.094
C 2.723 0.029 0.715
C 1.927 0.075 1.866
C 1.909 1.225 2.658
C 2.685 2.328 2.304
C 3.465 2.291 1.147
C 3.480 1.142 0.348
C 4.295 1.118 -0.883
O 4.916 2.114 -1.235
C 4.356 -0.123 -1.681
C 5.155 -0.168 -2.831
C 5.246 -1.347 -3.573
C 4.543 -2.481 -3.169
C 3.735 -2.434 -2.031
C 3.637 -1.251 -1.288
H 1.323 -0.785 2.152
H 1.294 1.257 3.554
H 2.681 3.220 2.927
H 4.064 3.158 0.874
H 5.711 0.713 -3.150
H 5.870 -1.381 -4.463
H 4.622 -3.403 -3.741
H 3.187 -3.324 -1.724
O 2.165 4.839 -5.425
C 1.399 3.883 -5.428
C 1.150 3.120 -4.188
C 1.780 3.506 -2.998
C 1.519 2.814 -1.814
C 0.631 1.738 -1.815
C 0.016 1.341 -3.003
C 0.281 2.029 -4.194
C -0.360 1.591 -5.450
O -1.081 0.599 -5.465
C -0.127 2.366 -6.684
C -0.759 1.980 -7.874
C -0.572 2.726 -9.038
C 0.244 3.857 -9.019
C 0.886 4.235 -7.838
C 0.704 3.485 -6.669
H 2.470 4.347 -2.989
H 2.005 3.117 -0.890
H 0.418 1.207 -0.890
H -0.673 0.498 -2.997
H -1.402 1.101 -7.895
H -1.067 2.427 -9.960
H 0.382 4.444 -9.924
H 1.524 5.117 -7.832
C -5.945 -1.155 5.686
O -6.460 -1.617 4.385
C -5.377 -1.890 3.424
C -4.878 -3.455 3.375
C -4.451 -4.090 4.825
C -2.965 -3.653 5.363
N -1.858 -3.754 4.336
C -0.750 -2.735 4.654
C -1.195 -1.337 3.885
O -0.506 -0.144 4.404
C -1.091 0.332 5.670
H -6.391 -1.900 6.506
H -4.770 -1.303 5.738
H -6.250 -0.064 5.981
H -4.483 -1.107 3.539
H -5.833 -1.659 2.345
H -5.805 -4.097 2.988
H -4.009 -3.609 2.589
H -4.462 -5.276 4.694
H -5.249 -3.877 5.685
H -2.944 -2.574 5.857
H -2.690 -4.415 6.238
H -1.398 -4.694 4.361
H 0.246 -3.112 4.136
H -0.609 -2.571 5.806
H -0.930 -1.454 2.735
H -2.351 -1.230 4.045
H -0.301 0.400 6.535
H -1.993 -0.338 6.057
H -1.531 1.427 5.530